1.
C26H34IN4O6S | the ωB97M-V functional and the def2-TZVPD basis

**M**: 657.55 g/mol
**Energy**: -64684.019 eV
**Charge**: +1
**HOMO level**: -0.4192 hartree
**Gap between HOMO and LUMO**: 7.416 eV

```
72
Properties=species:S:1:pos:R:3:forces:R:3:mulliken_charge:R:1
C -0.583128 0.249379 -0.695157 0.190 0.215 -0.037 -1.44
C -0.106022 1.296487 0.284815 -0.304 -0.555 1.346 -0.34
I -1.741048 1.754719 1.637639 0.182 0.015 -0.125 0.15
C 1.149758 0.939775 1.118801 -0.483 0.293 -0.397 -1.07
C 2.056862 -0.116097 0.550110 1.350 -0.241 0.426 -0.10
C 3.562884 0.190163 0.701556 -0.779 -0.012 -0.515 -0.97
O 4.212513 -1.063351 0.694612 0.075 -0.490 0.410 -0.49
C 3.254519 -2.090433 0.478455 1.782 0.472 0.267 0.68
C 3.886239 -3.401069 0.923951 -0.558 -0.403 0.141 -1.56
C 2.988715 -4.571973 1.363648 -0.310 0.366 -0.081 -0.67
C 1.706983 -4.833090 0.558726 0.484 -0.074 0.092 -0.52
C 1.806588 -4.617594 -0.950833 -0.087 -0.085 -0.086 -0.96
S 0.505758 -3.409816 -1.289961 -0.241 -0.076 0.028 -0.02
C 0.667927 -3.070376 -2.985983 0.087 -0.369 -0.076 0.27
N 0.661451 -3.856800 -4.009435 -0.036 0.261 0.391 -0.27
N 0.777240 -3.035335 -5.125835 0.125 1.004 0.585 -0.49
C 0.836566 -1.823879 -4.662521 -0.090 -1.071 -0.296 0.01
O 0.785351 -1.764369 -3.305825 0.016 0.240 -0.702 0.00
N 2.048170 -1.535003 1.158710 -0.690 0.062 -1.100 1.00
C 2.046158 -1.610552 2.634988 -0.139 0.065 0.796 -0.75
C 0.769944 -2.200174 3.209079 -0.469 -0.343 -0.549 -0.89
N -0.415851 -1.625129 2.575604 0.147 -0.039 -0.003 -0.36
H -1.464999 0.618704 -1.202048 -0.300 -0.082 -0.031 0.71
H -0.808907 -0.697685 -0.221001 -0.126 -0.260 0.128 0.27
H 0.164601 0.121696 -1.475367 0.032 -0.266 0.037 0.01
H 0.046626 2.232129 -0.229866 -0.254 -0.385 0.996 0.97
H 1.754038 1.841355 1.159469 0.119 0.229 0.143 0.27
H 0.862660 0.724520 2.138266 0.060 -0.243 0.226 0.60
H 1.931819 -0.307477 -0.507021 -0.549 -0.017 -0.179 0.42
H 3.850756 0.754518 -0.178151 0.277 0.391 0.024 0.40
H 3.777819 0.736470 1.611995 0.220 0.054 0.199 0.45
H 3.094170 -2.127395 -0.593011 -0.887 -0.045 -0.157 0.44
H 4.457797 -3.722223 0.062683 0.303 -0.004 -0.169 0.45
H 4.603792 -3.201034 1.710900 0.118 0.156 0.145 0.43
H 3.595988 -5.467660 1.393737 0.233 -0.143 -0.126 0.49
H 2.674813 -4.413257 2.387812 -0.017 -0.005 0.353 0.28
H 0.910049 -4.209374 0.963097 -0.184 0.086 0.094 0.11
H 1.388444 -5.850313 0.743703 -0.132 -0.208 0.125 0.64
H 1.629952 -5.527127 -1.506208 -0.163 -0.153 -0.143 0.54
H 2.768282 -4.233545 -1.265819 0.155 0.144 -0.049 0.47
H 0.902943 -0.911203 -5.216388 0.033 0.179 -0.131 0.42
H 1.236583 -1.984180 0.728975 -0.181 -0.205 0.213 -0.51
H 2.884029 -2.197825 2.982490 0.339 -0.106 -0.184 0.47
H 2.178401 -0.613497 3.030814 0.065 0.292 -0.097 0.48
H 0.748887 -1.984724 4.268357 0.061 0.155 0.243 0.55
H 0.782318 -3.287073 3.122587 0.170 -0.231 0.010 0.25
H -1.232485 -1.801384 3.145479 -0.073 0.224 0.123 0.32
H -0.623737 -2.095217 1.701294 -0.050 -0.043 -0.068 0.08
C -0.303004 4.740590 -4.427274 0.007 -0.020 0.018 -0.44
C -0.188890 4.253407 -3.194186 -0.026 -0.050 0.042 -0.42
C 0.202963 2.844885 -2.962099 -0.043 0.275 -0.473 0.11
O 0.312617 2.388818 -1.839331 0.709 0.957 -1.992 -0.26
C 0.462665 1.996999 -4.149661 -0.020 0.014 0.050 0.19
C 0.351004 2.477173 -5.384176 0.004 -0.031 0.030 -0.21
C -0.041425 3.893904 -5.621695 -0.023 0.054 -0.057 0.20
O -0.141865 4.333150 -6.742810 0.012 -0.037 0.069 -0.51
H -0.587857 5.766131 -4.623451 0.005 -0.001 -0.023 0.42
H -0.373465 4.852254 -2.311676 -0.012 -0.003 0.018 0.46
H 0.743925 0.973713 -3.938614 0.017 -0.012 0.025 -0.06
H 0.534647 1.878732 -6.267986 -0.006 0.037 -0.023 0.45
C -5.902249 2.656599 3.713735 0.025 0.001 -0.013 -0.49
C -4.936632 3.229630 3.002639 0.005 -0.022 0.021 -0.03
C -5.119656 4.567643 2.384534 -0.013 -0.010 0.011 0.44
O -4.235712 5.082843 1.735098 0.017 0.009 -0.020 -0.55
C -6.424958 5.243119 2.593604 -0.023 -0.007 0.010 -0.36
C -7.393067 4.671691 3.305132 0.026 0.017 -0.020 -0.36
C -7.209640 3.333156 3.922633 0.005 -0.006 0.003 0.39
O -8.087047 2.809745 4.571627 -0.008 0.001 -0.002 -0.53
H -5.791035 1.682162 4.172398 -0.031 0.005 0.014 0.41
H -3.974866 2.757917 2.834505 -0.158 0.097 0.064 0.11
H -6.536533 6.217428 2.135441 0.021 0.002 -0.009 0.41
H -8.352137 5.145629 3.469692 -0.011 -0.020 0.017 0.41
```
Positions in Å, forces in eV/Å.

2.
C2H4N2S2 | the ωB97M-V functional and the def2-TZVPD basis

**M**: 120.20 g/mol
**Energy**: -26785.464 eV
**ΔE to the lowest compared entry with this formula, charge and spin**: 104.9 kcal per mole
**HOMO level**: -0.3297 hartree
**Gap between HOMO and LUMO**: 7.969 eV

```
10
Properties=species:S:1:pos:R:3:forces:R:3:mulliken_charge:R:1
C 0.352476 -0.905996 1.479979 2.809 1.216 1.430 0.08
C -0.786723 0.966695 -1.835941 4.300 1.847 -2.259 -0.27
H -0.252191 -2.231346 0.084598 1.092 0.606 3.144 0.27
H 0.953768 -0.616661 2.701671 -2.387 -0.995 -3.863 0.22
H 0.345065 1.327491 1.216131 0.776 -2.691 -1.764 0.30
H -1.526048 0.891350 -1.087231 -1.814 0.067 0.050 0.35
N 0.087581 -2.117795 1.168424 -0.729 2.441 -2.596 -0.48
N 0.571545 0.417162 0.623492 -1.996 -0.523 4.471 -0.31
S 0.774198 0.510900 -0.983790 -0.688 0.191 -2.116 0.03
S -0.519671 1.758200 -3.367332 -1.362 -2.158 3.503 -0.19
```
Positions in Å, forces in eV/Å.

3.
C20H43OP3PdS | the ωB97M-V functional and the def2-TZVPD basis

**M**: 530.97 g/mol
**Energy**: -65619.515 eV
**ΔE to the lowest compared entry with this formula, charge and spin**: 0.0 kcal per mole
**Charge**: +4
**HOMO level (spin up / spin down)**: -0.6648 / -0.7034 hartree
**Multiplicity**: 5
**Gap between HOMO and LUMO (spin up / spin down)**: 6.315 / 2.797 eV
**<S²>**: 6.014

```
69
Properties=species:S:1:pos:R:3:forces:R:3:lowdin_spin:R:1
Pd 0.696411 1.081921 -0.541662 -1.209 -0.292 0.422 1.00
P -0.404936 2.279130 1.128523 -1.646 2.114 2.003 0.28
P -2.563446 -1.763375 -0.597166 -0.652 1.316 0.915 0.25
P 2.804787 1.306134 0.120747 2.083 0.072 0.888 0.27
H 2.212212 -1.944799 -5.432421 0.198 0.360 0.355 0.01
C 2.644719 -1.476225 -4.533483 0.438 1.231 -2.776 0.34
C 2.485440 -2.077413 -3.341727 -0.706 -1.745 1.479 0.34
H 2.080324 -3.108445 -3.303607 0.310 0.691 0.062 0.01
C -1.016239 3.757908 0.235273 0.372 -0.686 -0.632 0.06
C -1.835519 1.831591 2.171596 0.005 -0.710 -0.318 0.06
C 0.638279 2.985612 2.452822 0.591 -0.515 -0.264 0.03
C -3.866058 -2.924007 -0.937501 0.075 -0.056 -0.563 0.01
C -2.307647 -1.693662 1.166734 -0.329 -0.056 0.476 0.02
C -3.103659 -0.150579 -1.191834 -0.258 0.366 -0.169 0.09
C 3.791105 0.200254 -0.924239 -0.377 -0.094 0.146 0.07
C 3.210402 0.923189 1.869809 -0.458 0.035 -0.285 0.04
C 3.281283 3.026771 -0.186824 -0.321 -0.158 -0.138 0.05
H 3.252435 -0.555632 -4.703730 -0.534 -0.785 0.281 0.01
H 2.823223 -1.624665 -2.429235 -0.004 -0.034 0.250 0.01
H -1.416442 4.484553 0.957959 0.175 -0.202 -0.185 0.01
H -1.806505 3.421327 -0.451862 0.141 0.370 0.130 0.00
H -0.182568 4.185714 -0.339877 -0.377 0.210 0.099 0.00
H -2.131781 2.734631 2.733472 0.197 -0.241 -0.306 0.01
H -1.541636 1.033500 2.871181 -0.098 0.184 -0.177 0.00
H -2.665966 1.512373 1.540434 -0.105 0.058 0.195 0.00
H 0.058009 3.764131 2.978286 0.143 -0.296 -0.337 0.01
H 1.551504 3.420319 2.031279 -0.270 0.050 0.368 0.00
H 0.879113 2.172194 3.155107 -0.042 0.359 -0.130 0.00
H -4.381271 -3.113876 -0.002660 -0.117 -0.182 0.174 0.00
H -3.484809 -3.853699 -1.359357 -0.232 -0.061 0.002 0.00
H -4.556482 -2.415221 -1.612195 -0.035 -0.386 -0.175 0.00
H -2.820048 -0.829416 1.607068 0.039 -0.203 -0.174 0.00
H -1.258456 -1.651451 1.430923 0.261 0.031 0.148 0.00
H -2.747175 -2.593000 1.597295 0.117 -0.036 0.188 0.00
H -4.214861 -0.239940 -1.174964 0.644 0.667 -0.135 0.02
H -2.713207 0.045336 -2.220111 -0.715 -0.093 0.845 0.01
H -2.729927 0.629682 -0.487130 -0.409 -0.486 -0.598 0.00
H 4.835069 0.516140 -0.880654 0.082 -0.185 -0.118 0.01
H 3.403742 0.227824 -1.950688 0.366 0.211 0.214 0.01
H 3.664337 -0.814260 -0.517371 0.265 0.234 -0.094 0.00
H 4.291992 0.709850 1.917072 -0.360 0.022 0.044 0.01
H 2.613468 0.065029 2.224932 0.358 0.234 -0.080 0.00
H 2.965524 1.804401 2.484508 0.277 -0.446 -0.244 0.00
H 4.361353 3.039043 -0.391027 -0.223 0.210 0.019 0.01
H 3.039800 3.639586 0.692628 0.235 -0.124 -0.363 0.00
H 2.716747 3.393986 -1.055990 0.395 0.155 0.118 0.01
C -0.743438 -1.518232 -2.834169 0.172 -1.895 -0.033 0.16
C -0.493214 -0.166302 -3.101054 0.265 0.499 0.217 0.08
C -1.009190 0.380684 -4.281356 0.526 0.414 0.372 0.00
C -1.668687 -0.413752 -5.209993 -0.154 0.155 -0.069 0.06
C -1.781300 -1.787705 -5.005053 0.117 -0.712 0.412 0.04
C -1.313984 -2.338633 -3.817503 -0.225 0.678 -0.380 0.01
S -0.574446 -2.479403 -1.227793 1.015 0.493 -0.810 0.39
H -0.316172 -3.605011 -2.001900 0.525 -0.142 0.004 0.11
H 0.076308 0.494938 -2.376905 -0.671 -0.671 -0.880 0.02
H -0.889214 1.442759 -4.489150 0.029 -0.207 0.069 0.00
H -2.110452 0.049123 -6.083452 0.102 -0.034 -0.081 0.00
H -2.246239 -2.463643 -5.716273 -0.037 0.319 -0.130 0.00
H -1.454962 -3.392754 -3.620641 -0.049 -0.068 -0.114 0.00
C 1.405020 -1.689368 4.960872 -0.212 -0.136 -0.238 0.00
C 0.199466 -0.784038 4.720328 0.920 -0.510 -0.268 0.00
C -0.529864 -0.331396 5.944843 0.109 -0.033 -0.329 0.00
O -0.098407 -0.437635 3.569256 0.064 0.005 0.715 0.01
H 1.287316 -2.325436 5.855003 0.044 0.387 -0.394 0.00
H 2.306210 -1.067582 5.100644 -0.335 -0.092 0.123 0.00
H 1.580740 -2.324140 4.083865 -0.052 0.146 0.166 0.00
H -0.461615 0.741618 6.024541 0.006 0.517 0.026 0.00
H -1.573224 -0.575809 5.853114 -0.571 -0.113 -0.047 0.00
H -0.143266 -0.770749 6.852475 0.119 -0.108 0.109 0.00
```
Positions in Å, forces in eV/Å.

4.
C4H9Br2P | the ωB97M-V functional and the def2-TZVPD basis

**M**: 247.90 g/mol
**Energy**: -153667.625 eV
**ΔE to the lowest compared entry with this formula, charge and spin**: 40.6 kcal per mole
**HOMO level**: -0.3181 hartree
**Gap between HOMO and LUMO**: 9.046 eV

```
16
Properties=species:S:1:pos:R:3:forces:R:3:mulliken_charge:R:1
C 0.763223 1.047181 1.043441 -0.294 1.704 -2.512 -1.31
C 0.716195 -1.401538 0.365034 0.323 -1.097 0.293 -1.34
C 0.070032 0.449231 -1.379477 0.926 -0.974 -1.344 -1.50
C 0.166441 0.015624 0.055142 -1.207 -0.827 2.211 0.92
P -1.948104 -0.078866 0.960488 2.672 -0.387 -1.126 0.27
Br -2.750348 1.587684 -0.173099 -0.602 0.775 -0.164 -0.16
Br -2.638843 -1.775434 -0.297990 -0.144 -0.222 -0.015 -0.17
H 0.306181 2.049615 0.597641 0.566 -1.598 2.052 0.31
H 0.629427 0.733943 2.088489 -0.388 0.674 -0.316 0.39
H 1.852664 1.247296 0.900530 -0.538 -0.616 -0.107 0.41
H 0.222465 -1.995769 1.191731 0.327 1.335 -0.217 0.35
H 1.809896 -1.317914 0.650306 -1.122 -0.202 -0.492 0.33
H 0.581688 -2.190178 -0.409039 0.352 1.029 -0.195 0.38
H -0.506745 1.328325 -1.579250 -0.562 0.468 0.300 0.37
H 0.993478 0.644009 -1.961214 0.474 0.154 1.159 0.39
H -0.267650 -0.343215 -2.052726 -0.782 -0.216 0.473 0.37
```
Positions in Å, forces in eV/Å.

5.
C4H12N2O2 | the ωB97M-V functional and the def2-TZVPD basis

**SMILES**: CN(C=O)CCN.O
**M**: 120.15 g/mol
**Energy**: -11416.414 eV
**ΔE to the lowest compared entry with this formula, charge and spin**: 64.6 kcal per mole
**HOMO level**: -0.3467 hartree
**Gap between HOMO and LUMO**: 10.175 eV

```
20
Properties=species:S:1:pos:R:3:forces:R:3:mulliken_charge:R:1
C -0.976148 0.913081 -0.416407 -1.992 -1.848 1.142 0.02
N -0.226855 0.919003 0.717304 2.633 0.912 -0.366 0.20
C -0.421376 -0.094344 1.722438 -1.561 -0.825 0.899 -0.85
C 1.243303 1.296882 0.652721 -1.286 -2.161 -5.120 -0.96
C 2.072641 0.149961 -0.163015 -1.405 0.529 0.663 -0.66
N 1.553266 -0.233979 -1.481056 -1.164 -0.284 4.307 -0.38
O -2.043206 0.249439 -0.446259 1.738 1.537 -0.443 -0.68
H -0.636172 1.495441 -1.285541 0.051 0.123 0.407 0.39
H -0.692662 -1.039117 1.278465 0.450 -0.449 -0.401 0.28
H -1.308179 0.058236 2.371668 0.610 0.611 -0.167 0.30
H 0.476893 -0.228771 2.330387 -0.265 0.190 -0.126 0.34
H 1.369497 2.206263 0.055106 -0.173 0.069 0.393 0.33
H 1.675405 1.366509 1.578296 0.668 0.432 2.342 0.48
H 3.109019 0.322188 -0.048265 1.567 1.590 -0.843 0.51
H 2.154675 -0.750953 0.378948 -1.174 -1.374 1.170 0.39
H 1.368023 0.488038 -2.048026 -0.719 3.422 -2.420 0.13
H 2.128882 -0.826688 -1.947843 2.028 -2.270 -1.360 0.20
H -1.103391 -2.344476 -1.373633 -0.784 -0.538 3.424 0.32
H -1.889032 -1.545065 -0.278562 1.117 -2.056 -0.063 0.37
O -1.387839 -2.448221 -0.358636 -0.337 2.389 -3.439 -0.72
```
Positions in Å, forces in eV/Å.

6.
CH2N4O2 | the ωB97M-V functional and the def2-TZVPD basis

**SMILES**: Nn1onnc1=O
**M**: 102.05 g/mol
**Energy**: -11119.844 eV
**ΔE to the lowest compared entry with this formula, charge and spin**: 87.1 kcal per mole
**HOMO level**: -0.3969 hartree
**Gap between HOMO and LUMO**: 10.221 eV

```
9
Properties=species:S:1:pos:R:3:forces:R:3:mulliken_charge:R:1
C -0.432908 -0.889931 0.157886 -1.215 -0.106 -0.832 0.54
H 1.613464 -0.185373 -1.094045 0.090 1.238 1.020 0.30
H 1.836013 0.547430 0.435410 2.722 0.042 0.445 0.29
N 1.405731 0.629456 -0.445643 -1.623 -1.456 -0.750 -0.60
N 0.174030 0.311606 0.107235 -1.400 2.615 -0.621 0.29
N -1.978855 0.729584 0.401840 0.291 -3.921 0.104 0.06
N -1.813997 -0.589705 0.469470 0.034 4.294 -0.281 -0.24
O -0.869019 1.411631 0.073225 1.304 -3.436 0.331 -0.09
O 0.065540 -1.964698 -0.105377 -0.203 0.730 0.585 -0.55
```
Positions in Å, forces in eV/Å.